Formula: C41H54N10O6PbS2Si2Te
Source: the OMol25 dataset
Level of theory: wB97M-V/def2-TZVPD

CARTESIAN COORDINATES (ANGSTROEM)
1 Pb -0.714 0.550 -0.851
2 C 0.083 4.870 1.465
3 C -0.319 3.469 1.111
4 N 0.508 2.638 0.592
5 N 1.776 3.041 0.372
6 C 2.718 2.145 -0.075
7 N 3.899 2.654 -0.463
8 S 2.433 0.502 -0.001
9 C -1.703 2.960 1.367
10 C -2.676 3.753 1.962
11 C -3.920 3.205 2.242
12 C -4.171 1.884 1.923
13 C -3.162 1.165 1.303
14 N -1.970 1.687 1.037
15 H 0.354 5.428 0.563
16 H -0.693 5.428 1.971
17 H 0.954 4.851 2.125
18 H 2.043 4.012 0.486
19 H 3.962 3.611 -0.793
20 H 4.575 1.998 -0.831
21 H -2.482 4.783 2.213
22 H -4.684 3.815 2.706
23 H -5.123 1.415 2.127
24 H -3.314 0.138 0.992
25 N -7.136 -2.648 2.867
26 C -6.196 -2.605 1.857
27 C -4.832 -2.532 2.158
28 C -3.895 -2.543 1.142
29 C -4.298 -2.613 -0.185
30 C -5.648 -2.683 -0.495
31 C -6.589 -2.680 0.518
32 S -3.072 -2.575 -1.454
33 O -1.904 -3.235 -0.909
34 O -3.655 -3.097 -2.656
35 N -2.644 -1.025 -1.573
36 C -3.504 -0.073 -1.997
37 N -4.727 -0.327 -2.478
38 C -5.430 0.722 -2.875
39 C -4.964 2.029 -2.822
40 C -3.699 2.199 -2.294
41 N -2.984 1.169 -1.868
42 H -6.852 -2.374 3.791
43 H -8.092 -2.450 2.634
44 H -4.512 -2.494 3.193
45 H -2.836 -2.499 1.376
46 H -5.946 -2.741 -1.532
47 H -7.643 -2.747 0.277
48 H -6.421 0.506 -3.261
49 H -5.549 2.863 -3.175
50 H -3.237 3.173 -2.212
51 O -1.395 3.062 -3.654
52 C -0.260 3.052 -3.194
53 O 0.208 2.315 -2.260
54 C 0.748 4.019 -3.791
55 C 0.692 4.374 -5.132
56 C 1.609 5.272 -5.668
57 C 2.572 5.858 -4.861
58 C 2.594 5.501 -3.524
59 C 1.719 4.582 -2.981
60 N 3.599 6.116 -2.639
61 O 4.341 6.945 -3.108
62 O 3.707 5.666 -1.502
63 H -0.087 3.945 -5.747
64 H 1.566 5.529 -6.717
65 H 3.287 6.569 -5.245
66 H 1.769 4.311 -1.940
67 C 0.033 -5.801 -0.564
68 Si 0.290 -5.609 1.277
69 C 2.115 -5.530 1.696
70 C -0.480 -7.048 2.200
71 C -0.572 -4.051 1.892
72 Te 0.219 -2.287 0.988
73 C 1.573 -1.891 2.604
74 Si 0.894 -0.938 4.057
75 C 0.578 0.838 3.538
76 C -0.709 -1.629 4.731
77 C 2.181 -0.963 5.418
78 H 0.940 -6.147 -1.060
79 H -0.267 -4.860 -1.025
80 H -0.759 -6.524 -0.765
81 H 2.659 -6.317 1.171
82 H 2.277 -5.669 2.767
83 H 2.563 -4.580 1.398
84 H -0.051 -7.997 1.874
85 H -1.556 -7.095 2.027
86 H -0.314 -6.958 3.275
87 H -0.473 -3.912 2.969
88 H -1.630 -4.099 1.640
89 H 2.399 -1.309 2.185
90 H 1.988 -2.857 2.894
91 H -0.409 0.935 3.083
92 H 1.314 1.182 2.809
93 H 0.619 1.504 4.402
94 H -1.483 -1.676 3.963
95 H -1.063 -0.969 5.527
96 H -0.593 -2.627 5.157
97 H 3.125 -0.529 5.084
98 H 2.385 -1.985 5.744
99 H 1.841 -0.397 6.287
100 C 5.846 -1.831 -0.007
101 C 5.694 -1.093 -1.306
102 C 6.696 -1.117 -2.256
103 C 6.563 -0.440 -3.465
104 C 5.386 0.231 -3.723
105 C 4.341 0.272 -2.797
106 C 3.041 0.910 -3.222
107 C 4.511 -0.360 -1.557
108 N 3.601 -0.379 -0.513
109 H 6.754 -2.433 -0.016
110 H 4.988 -2.480 0.174
111 H 5.892 -1.141 0.837
112 H 7.599 -1.677 -2.046
113 H 7.356 -0.461 -4.200
114 H 5.241 0.723 -4.678
115 H 3.120 1.995 -3.322
116 H 2.213 0.703 -2.547
117 H 2.749 0.530 -4.202

Its LUMO energy is -1.0 eV. The value obtained for the relative energy (zero: lowest compared OMol25 entry of this formula, charge and spin) is 32.8 kcal/mol. As for the HOMO energy: -6.8 eV. Its HOMO-LUMO gap is 5.8 eV. The value obtained for the energy is -120545.5999 eV. As for the charge: 0.